{"formula": "C5H15N", "method": "wB97M-V/def2-TZVPD", "elements": ["C", "C", "C", "H", "H", "H", "H", "H", "H", "H", "H", "C", "C", "N", "H", "H", "H", "H", "H", "H", "H"], "coordinates": [[2.366304, 0.381182, -0.336178], [3.550339, 1.374139, -0.355743], [3.909830, 1.815120, -1.775341], [1.584775, 0.692119, -1.039247], [2.722438, -0.585424, -0.681717], [1.937062, 0.408897, 0.663976], [3.303118, 2.297173, 0.164563], [4.365064, 0.821435, 0.119330], [3.881614, 1.138521, -2.626472], [4.883287, 2.304945, -1.688161], [3.164020, 2.573768, -2.031657], [-4.109591, -1.134794, 1.930910], [-3.348418, -1.730708, 0.774777], [-3.538714, -0.989337, -0.519920], [-3.763177, -0.133589, 2.238659], [-3.681842, -1.619244, 2.825226], [-5.186418, -1.206678, 1.987866], [-3.694954, -2.771102, 0.754776], [-2.307831, -1.812733, 1.090571], [-3.152194, -1.555173, -1.270702], [-2.884712, -0.268518, -0.225514]], "forces_ev_per_angstrom": [[0.08, 1.20, -0.28], [-0.58, -1.33, -0.91], [-0.06, 1.07, 0.41], [0.03, 0.05, 0.11], [-0.16, -0.26, 0.39], [-0.07, -0.68, 0.00], [0.16, -0.18, 0.44], [0.20, 0.55, 0.14], [0.24, -0.64, 0.43], [-0.04, 0.04, -0.57], [0.20, 0.17, -0.16], [1.49, 0.67, 1.89], [-1.24, -1.05, -0.15], [0.43, -0.63, 2.11], [-0.48, 0.27, -0.89], [-0.55, -0.56, -0.11], [-0.16, -0.01, -0.47], [0.01, 0.08, -0.67], [0.28, 0.18, -0.22], [0.27, 0.36, 0.07], [-0.03, 0.68, -1.56]], "nbo_charge": [-0.61, -0.39, -0.61, 0.19, 0.20, 0.21, 0.20, 0.19, 0.21, 0.21, 0.20, -0.62, -0.23, -0.82, 0.20, 0.21, 0.22, 0.18, 0.16, 0.36, 0.35], "charge": 0, "e_homo_ha": -0.3557, "smiles": "CCC.CCN"}